160
Properties=species:S:1:pos:R:3:forces:R:3 method="wB97M-V/def2-TZVPD" charge=+1 spin_multiplicity=1 e_lumo_ev=-2.868
C -1.908 3.551 1.772 2.2 -1.0 -2.9
C -1.335 3.320 0.466 -1.4 0.5 3.0
C 0.152 2.673 0.278 -1.0 4.5 2.0
N 0.064 1.331 -0.380 -1.9 0.7 1.6
C 0.545 0.220 0.582 -1.7 -1.4 -2.1
C -0.398 0.157 1.877 0.0 1.2 2.3
C 0.306 0.682 3.265 0.0 -0.3 0.3
C 0.831 -0.525 4.193 0.8 0.3 0.0
C 2.249 -0.155 4.909 0.0 -0.5 0.1
O 2.342 1.252 5.287 0.5 -0.4 -1.1
O 1.935 0.604 0.691 1.4 -2.8 2.2
C 2.744 -0.315 1.374 1.1 -3.4 0.0
N 3.396 -1.262 1.775 -3.5 5.5 -2.0
C 0.158 -1.007 -0.454 -1.3 0.2 -0.6
C 0.489 -2.430 0.130 0.4 -0.2 1.6
S 0.078 -3.938 -0.856 -2.8 -4.8 1.8
O 0.261 -5.148 0.058 0.5 3.8 -2.1
O -1.317 -3.964 -1.425 3.5 1.6 0.6
C 0.623 -0.495 -1.953 0.4 -1.4 1.2
I 2.598 -1.420 -1.993 0.8 0.7 -0.2
C -0.091 -1.250 -3.222 -1.0 -0.4 0.0
C 0.577 -0.952 -4.654 3.6 -2.4 -2.7
O 1.505 -1.652 -5.166 -4.6 3.1 3.2
Cl 0.010 0.388 -5.814 0.1 -1.2 1.6
C 0.400 1.140 -1.859 1.0 -1.7 -3.3
O -0.593 1.310 -2.869 -0.2 0.8 1.6
C -1.960 1.482 -2.577 -3.5 -1.2 -0.3
C -2.842 1.250 -3.937 -0.3 0.6 1.5
C 1.499 2.160 -2.471 0.3 1.4 1.0
Cl 2.647 1.507 -3.741 -1.0 -0.3 1.2
C 0.861 3.410 -3.324 2.9 0.1 -1.3
C 2.172 4.347 -3.675 -0.8 0.8 -0.6
Cl -0.335 4.479 -2.517 0.2 -0.7 -0.1
H -3.042 3.568 1.893 1.9 0.8 -0.2
H -1.203 3.656 2.681 -1.5 -0.8 -1.4
H -1.977 3.679 -0.414 1.1 -1.3 1.2
H 0.776 3.477 -0.228 -0.6 -1.7 0.1
H 0.554 2.664 1.368 -0.5 -0.8 -2.0
H -0.963 1.128 -0.225 0.3 0.2 -0.9
H -0.806 -0.875 2.141 0.8 1.2 -1.0
H -1.338 0.837 1.808 1.7 -1.2 -0.7
H 1.174 1.384 3.016 -1.2 -0.9 0.4
H -0.457 1.286 3.894 1.2 -0.9 -1.3
H 0.073 -0.829 5.014 1.2 0.6 -1.6
H 1.031 -1.435 3.518 -0.3 1.2 1.1
H 2.305 -0.767 5.875 0.0 0.9 -1.4
H 3.160 -0.416 4.255 -1.6 0.2 0.9
H 3.026 1.704 4.730 -0.9 -0.8 0.8
H -1.006 -1.004 -0.531 1.7 0.3 0.5
H 1.561 -2.606 0.539 -1.7 0.4 -1.1
H -0.164 -2.581 1.085 0.8 0.1 -1.8
H 1.089 -4.063 -1.835 -0.9 0.6 0.7
H -1.245 -1.113 -3.213 2.1 0.2 -0.3
H 0.029 -2.404 -3.147 0.1 2.1 0.1
H -2.328 0.666 -1.838 0.6 1.3 -1.0
H -2.317 2.485 -2.158 1.3 -1.2 -0.5
H -2.343 1.714 -4.853 -0.7 -0.9 1.3
H -3.095 0.139 -4.035 0.6 1.6 -0.3
H -3.833 1.819 -3.736 1.7 -1.0 -0.6
H 2.173 2.553 -1.610 -1.1 -0.6 -1.6
H 0.496 3.069 -4.371 0.1 0.3 2.3
H 1.831 5.456 -3.672 0.7 -1.9 0.2
H 2.492 4.136 -4.762 -0.3 0.2 1.9
H 3.037 4.184 -2.944 -1.3 0.3 -1.1
C -0.268 -3.669 4.498 0.1 -0.8 0.5
O -0.654 -3.014 5.453 0.1 -0.3 -0.2
N 0.167 -4.958 4.549 -0.3 1.0 -0.3
C 0.610 -5.669 3.366 0.0 0.0 0.2
C 0.187 -5.642 5.828 -0.1 0.3 0.2
H -0.243 -3.244 3.480 0.0 -0.1 -0.1
H -0.018 -6.552 3.225 0.1 0.0 -0.2
H 1.649 -5.979 3.505 0.0 -0.1 -0.2
H 0.541 -5.037 2.479 0.0 -0.1 0.1
H -0.825 -5.663 6.239 0.1 -0.1 0.1
H 0.834 -5.093 6.517 -0.1 -0.1 0.1
H 0.557 -6.662 5.712 0.0 0.2 -0.1
C -6.202 1.768 -5.244 -0.7 -0.1 0.2
O -5.454 2.686 -4.949 -0.3 -0.1 0.1
N -7.387 1.487 -4.633 0.9 -0.1 -0.6
C -8.220 0.375 -5.043 0.0 0.2 0.1
C -7.829 2.329 -3.536 0.2 0.3 -0.2
H -5.961 1.069 -6.062 -0.1 0.0 0.0
H -9.195 0.757 -5.355 0.0 -0.2 0.0
H -8.347 -0.305 -4.197 -0.1 -0.1 -0.1
H -7.766 -0.168 -5.874 0.0 0.1 0.1
H -7.924 3.358 -3.892 -0.1 -0.1 0.3
H -7.080 2.301 -2.740 -0.1 0.1 0.1
H -8.789 1.984 -3.150 0.1 0.0 -0.1
C 7.392 1.562 4.321 0.0 -0.3 0.4
O 8.065 2.406 4.881 -0.2 -0.3 0.0
N 7.091 0.329 4.826 0.0 0.7 -0.6
C 6.281 -0.623 4.096 0.2 0.1 0.3
C 7.598 -0.038 6.134 0.2 0.3 0.1
H 6.958 1.738 3.323 -0.1 -0.1 -0.1
H 5.393 -0.861 4.688 0.0 -0.2 -0.1
H 6.865 -1.532 3.928 -0.2 -0.1 -0.1
H 5.970 -0.214 3.132 0.1 0.0 0.1
H 7.226 0.675 6.874 0.1 -0.2 0.1
H 8.690 0.009 6.120 -0.1 0.0 0.1
H 7.277 -1.045 6.402 0.0 0.2 -0.1
C 6.306 -0.625 10.367 0.4 0.2 0.1
O 5.814 -0.346 9.288 0.3 0.1 0.1
N 7.442 -0.072 10.883 -0.7 -0.5 -0.1
C 7.966 -0.458 12.177 0.1 0.2 -0.2
C 8.146 0.934 10.112 -0.2 0.0 -0.2
H 5.850 -1.377 11.032 0.1 0.0 0.1
H 8.000 0.423 12.824 0.1 -0.2 0.1
H 8.976 -0.855 12.047 0.0 0.0 0.2
H 7.338 -1.219 12.643 0.0 0.1 -0.1
H 7.475 1.776 9.924 0.2 0.0 -0.1
H 8.445 0.505 9.152 0.1 0.2 0.0
H 9.029 1.281 10.650 -0.1 -0.1 0.0
C -4.022 0.098 1.106 -1.2 0.1 0.5
O -3.193 0.538 0.320 0.2 0.3 -0.2
N -5.220 0.675 1.390 1.2 -0.6 -0.2
C -6.151 0.091 2.336 -0.1 0.1 0.0
C -5.580 1.913 0.724 0.2 0.0 -0.2
H -3.849 -0.836 1.664 -0.1 0.0 0.0
H -7.091 -0.126 1.823 0.0 0.0 0.2
H -6.331 0.804 3.144 -0.1 -0.2 0.0
H -5.752 -0.834 2.758 0.0 0.1 -0.1
H -5.588 1.749 -0.356 0.0 0.2 0.1
H -4.832 2.675 0.957 -0.2 0.1 -0.1
H -6.564 2.252 1.051 0.1 -0.1 0.0
C -7.671 6.496 -3.674 0.0 0.3 -0.5
O -8.355 5.494 -3.562 0.0 0.2 -0.2
N -7.560 7.253 -4.803 0.1 -0.4 0.9
C -6.724 8.435 -4.858 -0.2 -0.1 -0.2
C -8.304 6.864 -5.985 -0.1 -0.3 0.1
H -7.066 6.879 -2.836 0.0 0.1 -0.1
H -7.346 9.300 -5.099 0.2 0.1 0.0
H -5.968 8.299 -5.636 0.0 0.2 0.1
H -6.226 8.607 -3.902 -0.1 -0.1 -0.1
H -9.371 6.852 -5.749 0.0 -0.1 -0.2
H -8.000 5.857 -6.283 -0.1 0.1 -0.1
H -8.116 7.561 -6.803 0.0 0.0 0.2
C -2.371 -8.349 -4.854 0.2 -0.1 0.3
O -2.712 -9.500 -5.046 0.2 0.3 0.3
N -1.683 -7.900 -3.762 -0.3 0.0 -0.7
C -1.312 -6.510 -3.605 -0.1 -0.3 0.2
C -1.313 -8.847 -2.728 -0.1 -0.2 -0.2
H -2.601 -7.550 -5.578 0.0 0.1 0.0
H -0.222 -6.439 -3.531 0.0 0.2 0.0
H -1.766 -6.122 -2.690 0.1 0.2 -0.1
H -1.653 -5.915 -4.454 0.0 -0.1 0.0
H -0.684 -9.626 -3.165 -0.1 0.0 0.2
H -2.218 -9.311 -2.328 0.2 -0.1 0.1
H -0.772 -8.345 -1.924 -0.1 0.0 -0.1
C 7.153 -0.021 -7.003 -0.2 0.1 0.2
O 7.899 0.892 -6.702 -0.4 -0.2 0.1
N 5.949 -0.283 -6.413 0.5 -0.1 -0.4
C 5.113 -1.392 -6.826 0.0 0.2 0.2
C 5.493 0.576 -5.338 0.3 0.1 -0.1
H 7.405 -0.731 -7.806 -0.1 -0.1 0.0
H 4.148 -1.004 -7.164 0.0 -0.2 0.0
H 4.961 -2.060 -5.975 -0.1 -0.1 -0.1
H 5.578 -1.950 -7.641 0.0 0.1 0.1
H 5.416 1.602 -5.710 0.0 0.0 0.2
H 6.225 0.551 -4.526 -0.1 0.1 0.1
H 4.522 0.245 -4.969 0.2 -0.1 -0.2

11
Properties=species:S:1:pos:R:3:forces:R:3 method="wB97M-V/def2-TZVPD" charge=0 spin_multiplicity=1 e_lumo_ev=0.425
C -0.607 2.417 0.244 -1.3 1.4 0.1
N -0.427 2.200 1.460 0.0 -1.0 0.3
O 3.021 1.123 0.311 0.3 0.0 -0.6
O 1.836 -0.438 -1.348 -0.6 0.9 1.9
O 3.627 -1.329 0.168 0.3 1.6 -0.2
F 0.053 0.874 1.524 0.6 -0.3 0.7
F 3.284 -2.614 0.592 -0.7 0.0 0.0
S 2.285 -0.095 0.209 -0.3 -2.2 -0.1
H -1.217 3.310 0.166 0.5 0.4 -0.8
H -0.366 1.750 -0.559 0.0 -0.3 -0.3
H 2.640 -0.658 -1.788 1.2 -0.4 -1.1

15
Properties=species:S:1:pos:R:3:forces:R:3 method="wB97M-V/def2-TZVPD" charge=0 spin_multiplicity=1 e_lumo_ev=0.660 smiles="C[C@@H](O)[C@@H](O)C=O"
C -0.505 0.505 -1.606 0.1 0.0 0.1
C -0.711 -0.381 -0.368 -0.2 0.3 0.0
O -0.619 -1.699 -0.850 -0.1 -0.2 0.2
C 0.185 -0.192 0.921 -0.1 0.1 -0.1
O 1.106 -1.239 1.053 0.1 0.1 0.0
C 0.839 1.162 1.055 0.3 0.0 0.1
O 2.006 1.296 1.340 -0.6 0.0 -0.1
H -1.408 0.404 -2.218 0.2 0.0 0.1
H -0.381 1.570 -1.386 0.0 -0.2 0.1
H 0.335 0.170 -2.221 0.0 0.0 0.3
H -1.739 -0.177 -0.027 0.1 -0.1 0.0
H -0.565 -2.304 -0.101 0.1 0.0 -0.1
H -0.506 -0.203 1.789 0.0 0.0 -0.2
H 1.813 -0.941 1.649 -0.1 0.0 -0.3
H 0.148 2.028 0.971 0.2 -0.1 -0.1

85
Properties=species:S:1:pos:R:3:forces:R:3 method="wB97M-V/def2-TZVPD" charge=0 spin_multiplicity=1 e_lumo_ev="-1.798 / -1.797"
Pd -0.184 0.712 0.644 1.1 -1.1 1.5
O 0.398 -1.866 -0.817 0.7 -1.1 0.5
Cl -0.304 -0.851 -1.526 -0.4 -1.5 -1.8
O -0.579 -1.284 -2.832 -0.3 -0.3 -1.2
O 0.526 0.319 -1.572 0.8 1.4 0.2
O -1.517 -0.547 -0.836 -1.2 0.2 0.5
C 1.402 -0.642 3.363 -0.1 0.7 -0.7
P 1.012 -1.121 1.608 -0.7 0.1 0.7
C 2.547 -1.906 1.029 -0.2 0.5 -0.6
C 3.020 -3.066 1.631 -0.2 0.1 0.1
C 4.168 -3.674 1.157 0.0 -0.1 -0.1
C 4.854 -3.126 0.085 -0.1 0.0 0.0
C 4.397 -1.958 -0.503 0.0 0.0 -0.1
C 3.247 -1.348 -0.034 -0.1 0.1 -0.1
C -0.215 -2.450 1.856 -0.2 0.4 -0.2
C -0.090 -3.740 1.347 0.0 0.1 -0.1
C -1.114 -4.655 1.524 0.1 -0.1 0.1
C -2.268 -4.300 2.206 0.0 0.1 0.0
C -2.415 -3.003 2.673 -0.1 -0.1 0.0
C -1.404 -2.078 2.487 0.2 0.1 0.1
P 2.789 0.604 3.506 0.2 -0.4 0.8
C 4.222 -0.544 3.330 0.0 0.3 -0.1
C 5.176 -0.250 2.366 -0.1 0.0 0.1
C 6.294 -1.052 2.216 0.2 -0.1 0.0
C 6.468 -2.152 3.036 0.1 0.1 0.0
C 5.524 -2.449 4.004 0.0 -0.1 0.2
C 4.411 -1.646 4.158 0.1 0.0 0.0
C 2.892 0.710 5.343 -0.1 0.1 -0.1
C 1.866 0.428 6.237 0.1 0.0 -0.2
C 2.054 0.621 7.596 0.0 0.0 0.2
C 3.254 1.111 8.079 -0.1 0.0 0.1
C 4.276 1.416 7.194 0.1 0.0 0.0
C 4.090 1.220 5.841 0.0 0.0 -0.1
H 1.605 -1.523 3.980 -0.1 0.0 -0.2
H 0.509 -0.120 3.722 -0.1 -0.2 0.0
H 2.490 -3.497 2.468 0.0 -0.1 0.1
H 4.526 -4.581 1.622 0.0 0.0 0.1
H 5.751 -3.607 -0.277 0.1 0.0 -0.1
H 4.934 -1.525 -1.335 0.0 0.0 0.0
H 2.882 -0.439 -0.489 0.0 0.1 -0.1
H 0.783 -4.008 0.769 0.0 -0.1 0.0
H -1.015 -5.651 1.119 0.0 -0.1 0.0
H -3.057 -5.023 2.353 0.0 0.0 0.0
H -3.328 -2.706 3.168 -0.1 0.0 0.0
H -1.548 -1.054 2.809 0.0 -0.1 0.1
H 5.031 0.615 1.734 0.0 0.1 -0.1
H 7.030 -0.818 1.460 0.1 0.0 -0.1
H 7.341 -2.778 2.927 0.1 -0.1 0.0
H 5.660 -3.310 4.643 0.0 -0.1 0.1
H 3.695 -1.866 4.937 -0.1 0.0 0.1
H 0.914 0.060 5.883 -0.1 -0.1 0.0
H 1.259 0.382 8.287 -0.1 0.0 0.0
H 3.390 1.263 9.139 0.0 0.0 0.1
H 5.216 1.802 7.564 0.1 0.0 0.0
H 4.881 1.455 5.140 0.1 0.0 0.0
C 1.861 5.247 0.654 -0.1 0.2 0.1
N 1.755 3.848 0.338 -0.1 0.0 -0.2
C 0.941 3.513 -0.810 -0.1 -0.3 -0.3
C 2.106 2.916 1.206 0.6 -0.3 0.1
O 1.961 1.700 1.053 -0.1 0.1 -0.6
H 2.233 5.795 -0.213 0.0 0.0 0.0
H 2.543 5.394 1.488 0.0 0.0 0.0
H 0.881 5.642 0.930 0.0 0.1 0.0
H 1.256 4.123 -1.655 0.0 0.0 -0.1
H -0.118 3.701 -0.597 0.2 0.0 0.0
H 1.071 2.454 -1.060 0.0 0.4 0.0
H 2.635 3.296 2.091 -0.1 0.0 0.0
C -6.201 4.992 4.782 0.0 0.0 0.0
C -5.064 4.379 4.026 0.1 0.0 -0.1
C -5.195 3.149 3.391 0.1 -0.1 0.0
C -4.124 2.580 2.718 -0.1 -0.1 -0.1
C -2.916 3.248 2.676 0.5 -0.3 -0.2
C -2.771 4.475 3.293 0.2 0.2 0.0
C -3.841 5.042 3.960 0.0 -0.2 -0.1
S -1.499 2.493 1.896 -0.3 1.8 1.4
O -0.334 3.307 2.185 -0.6 0.2 0.2
O -1.773 2.400 0.455 0.3 -0.8 -0.4
O -1.394 1.148 2.500 0.0 -0.5 -0.1
H -7.075 4.348 4.772 -0.1 0.0 0.0
H -6.476 5.952 4.351 -0.1 0.1 0.0
H -5.910 5.165 5.816 0.0 0.0 0.1
H -6.140 2.622 3.435 0.0 0.0 0.0
H -4.213 1.622 2.231 -0.1 -0.1 0.0
H -1.805 4.951 3.245 0.1 0.2 0.1
H -3.728 5.997 4.453 0.0 0.1 0.0

24
Properties=species:S:1:pos:R:3:forces:R:3 method="wB97M-V/def2-TZVPD" charge=0 spin_multiplicity=1 e_lumo_ev=-1.194 smiles="C[C@H]1C(C#N)=C(S(C)(=O)=O)C=C[C@@H]1Br"
C -0.127 -1.583 -1.089 -0.5 1.8 2.3
C 0.709 -0.329 -1.355 1.2 0.5 -1.5
C 0.166 0.924 -0.687 0.3 -1.0 -0.4
C -0.853 1.647 -1.377 -0.1 0.1 -0.5
N -1.705 2.101 -2.006 0.3 0.0 0.2
C 0.565 1.154 0.559 0.4 -0.7 1.3
S 0.018 2.563 1.456 -0.1 2.5 2.1
C -1.769 2.527 1.282 0.4 1.1 0.8
O 0.281 2.426 2.885 0.1 -0.7 -1.3
O 0.600 3.721 0.808 -0.5 -0.7 -0.1
C 1.518 0.290 1.286 0.6 -0.7 -3.1
C 2.353 -0.511 0.594 0.2 1.4 -0.2
C 2.190 -0.591 -0.890 -1.0 -0.1 -0.2
Br 3.472 0.541 -1.849 -0.1 0.1 0.2
H -0.280 -1.955 -0.046 1.2 0.2 -0.6
H 0.223 -2.248 -1.777 0.8 -2.5 -1.4
H -1.125 -1.364 -1.311 -1.7 0.4 -1.0
H 0.710 -0.173 -2.535 0.1 -0.2 2.5
H -2.083 3.386 0.671 0.0 -0.6 0.1
H -1.863 1.586 0.825 -1.1 -1.0 -0.8
H -2.253 2.505 2.277 0.6 0.2 -0.5
H 1.712 0.367 2.286 -0.1 0.7 2.5
H 3.291 -0.876 1.055 -0.9 -0.2 -0.3
H 2.448 -1.587 -1.194 0.1 -0.5 -0.4

18
Properties=species:S:1:pos:R:3:forces:R:3 method="wB97M-V/def2-TZVPD" charge=+1 spin_multiplicity=1 e_lumo_ev=-3.869
C -2.350 -0.443 -0.066 4.4 2.4 0.2
C -1.432 -1.314 0.357 0.5 3.1 -1.2
C -0.972 1.573 -0.269 2.0 -6.3 1.5
C 0.758 0.320 -0.149 -4.6 2.5 1.4
C 1.925 0.756 0.612 2.8 -0.9 -0.7
N -2.052 0.984 -0.293 -1.0 -0.7 0.2
N 0.808 0.035 -1.442 -1.2 0.0 -0.6
N -0.028 -0.925 0.660 1.3 -2.0 1.5
H -3.257 -0.684 -0.452 -2.6 -0.9 -0.5
H -1.590 -2.316 0.437 -0.6 -2.6 0.3
H -0.673 2.518 -0.436 0.6 3.4 -0.6
H 2.436 -0.124 1.099 -0.2 0.7 -0.5
H 1.768 1.454 1.389 -0.6 0.7 0.8
H 2.686 1.249 -0.090 -1.1 -0.8 0.9
H 1.605 -0.374 -1.859 0.6 -0.7 -0.7
H -0.153 -0.149 -1.716 0.8 -0.3 -1.4
H -0.094 -0.709 1.693 0.8 -0.2 -1.1
H 0.614 -1.852 0.526 -1.8 2.6 0.6

18
Properties=species:S:1:pos:R:3:forces:R:3 method="wB97M-V/def2-TZVPD" charge=+1 s2=0.76 spin_multiplicity=2 e_lumo_ev="-3.202 / -8.797"
N -0.379 -0.564 -1.862 0.4 -1.0 2.5
C -0.435 -1.586 -0.741 -1.6 0.3 -0.8
C -0.723 -1.016 0.662 -0.3 2.2 -2.7
N 0.366 -0.028 0.961 -0.2 -3.4 2.4
C 0.217 0.756 2.170 0.7 1.4 -0.5
H -1.256 -0.071 -1.956 0.0 0.1 -0.2
H -0.124 -1.068 -2.695 -0.1 0.2 -0.5
H 0.479 -2.161 -0.762 0.4 0.0 0.1
H -1.255 -2.294 -0.982 0.4 0.1 0.3
H -0.866 -1.832 1.373 0.6 0.2 0.5
H -1.622 -0.372 0.678 0.0 -0.7 -0.2
H 1.210 -0.598 1.070 0.6 0.7 -1.1
H 0.078 1.810 1.847 -0.7 -0.3 0.5
H 1.167 0.823 2.703 0.0 -0.3 0.0
H -0.566 0.344 2.810 -0.2 0.4 -0.2
H 0.634 1.882 -0.190 0.0 -0.4 -0.1
H 1.058 1.413 -1.636 -0.2 -0.3 0.4
O 0.843 2.163 -1.075 0.2 0.9 -0.4

13
Properties=species:S:1:pos:R:3:forces:R:3 method="wB97M-V/def2-TZVPD" charge=+1 s2=0.75 spin_multiplicity=2 e_lumo_ev="-3.699 / -9.425"
N -2.722 0.401 -0.072 1.3 -1.4 2.3
H -2.910 0.500 -1.028 -0.7 0.0 -1.6
H -2.125 -0.435 0.052 -0.4 0.6 -0.5
H -3.539 0.052 0.434 -0.2 0.8 -0.4
N 1.818 -1.125 0.425 -0.8 2.2 -0.2
C 0.606 -0.212 0.413 2.4 0.0 -1.9
N 0.741 0.823 -0.687 -1.6 -0.5 3.4
H 2.603 -0.484 0.641 -0.1 -1.1 -0.1
H 2.002 -1.609 -0.483 -0.5 0.7 0.9
H 0.557 0.498 1.307 -0.1 -1.3 -0.6
H -0.291 -0.743 0.153 -0.3 -0.3 0.6
H 1.386 1.542 -0.426 1.5 0.4 -0.7
H -0.174 1.261 -0.789 -0.5 -0.1 -1.4